No. 1
A structure of composition C46H38N5O2RhS2Si, computed with ωB97M-V/def2-TZVPD.

Geometry as XYZ:
```
95
Properties=species:S:1:pos:R:3
Rh -0.286 0.202 0.492
C -2.739 5.682 -4.830
C -2.584 5.078 -3.468
C -1.909 3.874 -3.315
C -1.809 3.270 -2.074
C -2.358 3.884 -0.966
C -3.025 5.088 -1.095
C -3.150 5.672 -2.345
S -2.111 3.144 0.663
O -3.236 3.454 1.504
O -0.848 3.628 1.135
N -2.024 1.511 0.327
C -3.226 0.959 -0.001
C -4.403 1.694 -0.258
C -5.607 1.060 -0.487
C -5.703 -0.319 -0.469
C -4.554 -1.098 -0.263
C -4.614 -2.503 -0.198
C -3.423 -3.200 -0.063
C -2.235 -2.503 0.013
N -2.140 -1.162 0.046
C -3.295 -0.460 -0.085
H -1.961 5.321 -5.500
H -2.710 6.769 -4.798
H -3.704 5.381 -5.240
H -1.465 3.407 -4.183
H -1.326 2.311 -1.963
H -3.459 5.547 -0.220
H -3.693 6.600 -2.454
H -4.379 2.769 -0.245
H -6.489 1.659 -0.660
H -6.656 -0.814 -0.599
H -5.571 -2.999 -0.261
H -3.404 -4.278 -0.024
H -1.311 -3.049 0.053
S 1.415 1.997 4.223
C 0.428 0.657 4.707
C -0.139 0.017 3.646
C 0.204 0.581 2.401
C 1.055 1.681 2.548
C 1.480 2.511 1.477
C 2.315 3.630 1.623
C 2.562 4.433 0.539
C 2.006 4.084 -0.695
C 1.260 2.924 -0.778
N 0.995 2.153 0.259
H 0.327 0.435 5.751
H -0.783 -0.833 3.769
H 2.732 3.851 2.594
H 3.175 5.318 0.637
H 2.140 4.710 -1.561
H 0.871 2.599 -1.734
C -0.354 -5.245 3.816
C 0.887 -5.273 3.204
C 1.251 -4.275 2.317
C 0.402 -3.204 2.043
C -0.843 -3.193 2.669
C -1.223 -4.205 3.534
Si 0.968 -1.838 0.791
C 0.675 -2.572 -0.969
C 0.814 -3.937 -1.200
C 0.622 -4.463 -2.464
C 0.301 -3.625 -3.518
C 0.183 -2.261 -3.306
C 0.360 -1.740 -2.036
C 2.883 -2.126 0.881
C 3.579 -2.445 -0.282
C 4.919 -2.783 -0.253
C 5.602 -2.801 0.950
C 4.932 -2.476 2.117
C 3.591 -2.134 2.080
H -0.641 -6.034 4.497
H 1.581 -6.073 3.420
H 2.216 -4.339 1.835
H -1.530 -2.384 2.463
H -2.201 -4.180 3.994
H 1.069 -4.594 -0.381
H 0.723 -5.527 -2.626
H 0.136 -4.038 -4.503
H -0.048 -1.612 -4.138
H 0.260 -0.664 -1.858
H 3.063 -2.426 -1.230
H 5.426 -3.041 -1.172
H 6.646 -3.077 0.976
H 5.458 -2.503 3.060
H 3.079 -1.881 2.997
N 3.290 0.556 0.457
C 4.517 0.967 0.106
C 4.550 0.967 -1.269
C 3.272 0.537 -1.654
N 2.523 0.291 -0.595
H 2.907 0.475 1.386
H 5.264 1.210 0.835
H 5.372 1.237 -1.901
H 2.888 0.400 -2.646
```

Computed properties:
Energy relative to the best compared isomer or geometry (same formula, charge and spin), kcal per mole: 62.98
Total energy, Eh: -3396.35574
Max |F|, eV/Å: 2.20
HOMO-LUMO gap (alpha / beta), eV: 6.649 / 6.647

Mulliken atomic charge list, values in e, 5 entries: Rh -0.9838; C -1.5773; C 1.0255; C -1.0034; C -0.0776

***

No. 2
A structure of composition C46H38N9O5STi, computed with ωB97M-V/def2-TZVPD.

Geometry as XYZ:
```
100
Properties=species:S:1:pos:R:3
Ti 1.463 -1.946 0.104
O 0.301 -4.833 -2.257
C 1.200 -4.706 -1.432
N 1.094 -3.939 -0.214
C 0.260 -4.412 0.822
C -0.414 -5.645 0.832
C -1.280 -6.031 1.859
C -1.354 -5.250 2.956
C -0.655 -4.026 3.124
C 0.099 -3.596 2.020
N 0.737 -2.385 1.990
C 0.562 -1.370 2.981
O -0.170 -1.488 3.949
C 1.142 -0.130 2.623
C 0.889 0.963 3.461
C 1.144 2.225 2.923
C 1.582 2.397 1.608
C 1.748 1.262 0.824
N 1.530 0.056 1.287
C 2.526 -5.393 -1.619
C 3.064 -6.459 -0.779
C 4.022 -7.269 -1.360
C 4.647 -6.835 -2.569
C 4.349 -5.578 -3.046
N 3.242 -4.931 -2.639
H -0.313 -6.299 -0.064
H -1.758 -7.035 1.777
H -1.894 -5.639 3.813
H -0.752 -3.446 4.053
H 0.592 0.753 4.479
H 1.065 3.168 3.475
H 1.910 3.419 1.274
H 2.104 1.385 -0.214
H 2.445 -6.725 0.102
H 4.361 -8.197 -0.895
H 5.495 -7.299 -3.074
H 4.849 -5.077 -3.938
C 0.550 -1.718 -4.175
C 0.567 -1.732 -2.684
N 1.635 -1.873 -1.931
O 2.889 -2.140 -2.485
C -0.585 -1.355 -1.829
C -1.905 -0.869 -2.281
N -0.379 -1.431 -0.509
O -1.272 -1.216 0.367
H -0.420 -2.005 -4.560
H 1.189 -2.585 -4.514
H 0.994 -0.765 -4.618
H 2.926 -3.115 -2.680
H -2.145 0.066 -1.709
H -2.600 -1.664 -1.948
H -1.995 -0.651 -3.336
N -9.126 8.138 -1.451
C -10.170 8.907 -0.903
C -11.167 9.711 -1.448
C -11.858 10.510 -0.508
C -11.760 10.304 0.876
C -10.796 9.430 1.388
C -9.978 8.810 0.494
N -8.742 8.235 0.768
C -8.231 7.895 -0.408
C -6.844 7.286 -0.651
C -6.780 6.200 -1.496
C -5.576 5.458 -1.420
N -4.445 5.849 -0.749
C -4.533 6.989 -0.123
C -5.712 7.737 0.037
H -8.995 7.972 -2.417
H -11.294 9.762 -2.532
H -12.522 11.279 -0.849
H -12.347 10.871 1.625
H -10.722 9.273 2.481
H -7.639 5.762 -2.007
H -5.478 4.498 -1.988
H -3.628 7.409 0.254
H -5.678 8.500 0.810
O 3.488 -2.129 0.015
S 4.834 -1.313 -0.090
C 5.514 -1.168 1.548
C 4.840 -1.532 2.713
C 5.411 -1.270 3.939
C 6.728 -0.747 4.035
C 7.428 -0.434 2.845
C 6.773 -0.593 1.601
C 6.071 -2.514 -0.587
C 6.392 -3.543 0.311
C 7.191 -4.574 -0.150
C 7.922 -4.389 -1.352
C 7.625 -3.267 -2.153
C 6.527 -2.444 -1.890
H 3.797 -1.809 2.591
H 4.954 -1.686 4.768
H 7.238 -0.532 4.995
H 8.412 0.093 2.799
H 7.369 -0.418 0.714
H 6.138 -3.426 1.389
H 7.237 -5.545 0.377
H 8.701 -5.107 -1.671
H 8.186 -3.066 -3.098
H 5.965 -2.009 -2.776
```

Computed properties:
Energy relative to the best compared isomer or geometry (same formula, charge and spin), kcal per mole: 59.22
Spin multiplicity: 2
Total energy, Eh: -3892.25161
Max |F|, eV/Å: 5.96
HOMO-LUMO gap (alpha / beta), eV: 5.825 / 5.961

Mulliken atomic charge list, values in e, 5 entries: Ti -1.8690; O -0.6119; C -0.1527; N 1.2140; C 0.2858

***

No. 3
A structure of composition C46H39Br2F3N5O5S2SbZr, computed with ωB97M-V/def2-TZVPD.

Geometry as XYZ:
```
104
Properties=species:S:1:pos:R:3
Zr -0.775 -0.303 -0.565
C 1.929 0.582 1.854
O 0.543 0.329 1.603
C -0.284 0.181 2.697
C 0.116 -0.188 3.966
C -0.863 -0.290 4.949
C -2.194 -0.009 4.670
C -2.578 0.379 3.394
C -1.611 0.456 2.411
N -1.809 0.857 1.054
N -2.751 1.668 0.867
C -2.850 2.322 -0.337
C -1.757 2.435 -1.205
O -0.693 1.633 -1.087
C -1.749 3.419 -2.215
C -2.861 4.185 -2.405
C -4.023 4.060 -1.594
C -5.158 4.869 -1.820
C -6.249 4.768 -1.001
C -6.234 3.860 0.073
C -5.147 3.059 0.312
C -4.018 3.142 -0.525
H 2.021 1.349 2.622
H 2.443 -0.329 2.165
H 2.342 0.948 0.922
H 1.154 -0.387 4.193
H -0.573 -0.579 5.951
H -2.935 -0.074 5.455
H -3.600 0.643 3.163
H -0.866 3.530 -2.828
H -2.869 4.926 -3.197
H -5.146 5.570 -2.645
H -7.118 5.389 -1.169
H -7.096 3.800 0.725
H -5.150 2.364 1.140
Br -1.779 0.048 -3.874
C -1.930 -1.873 -3.835
Br -0.731 -2.640 -2.517
H -1.627 -2.262 -4.799
H -2.937 -2.144 -3.545
F 7.717 0.652 -1.243
C 6.420 0.567 -1.544
C 5.560 -0.003 -0.626
C 4.213 -0.080 -0.956
C 3.738 0.399 -2.171
C 4.644 0.954 -3.080
C 5.989 1.045 -2.770
Sb 1.705 0.275 -2.704
C 1.970 -1.054 -4.335
C 2.967 -2.023 -4.196
C 3.180 -2.988 -5.169
C 2.384 -2.968 -6.297
F 2.581 -3.890 -7.242
C 1.396 -2.019 -6.484
C 1.194 -1.069 -5.493
C 1.454 2.194 -3.539
C 0.824 2.487 -4.745
C 0.672 3.799 -5.173
C 1.153 4.815 -4.369
F 1.002 6.081 -4.770
C 1.786 4.568 -3.165
C 1.935 3.250 -2.761
H 5.948 -0.376 0.311
H 3.541 -0.558 -0.257
H 4.305 1.325 -4.040
H 6.707 1.474 -3.455
H 3.623 -2.022 -3.332
H 3.955 -3.736 -5.073
H 0.812 -2.026 -7.394
H 0.412 -0.340 -5.653
H 0.447 1.703 -5.388
H 0.200 4.039 -6.116
H 2.157 5.392 -2.571
H 2.447 3.060 -1.824
N -8.107 -0.140 2.640
C -6.967 -0.493 2.005
C -5.932 -1.151 2.692
C -4.778 -1.515 2.035
C -4.626 -1.224 0.682
C -5.643 -0.565 -0.017
C -6.791 -0.198 0.638
S -3.286 -1.819 -0.226
O -3.660 -2.970 -0.982
O -2.819 -0.634 -1.072
N -1.949 -1.937 0.623
C -1.571 -3.006 1.421
S -2.549 -4.319 1.928
C -1.211 -4.965 2.792
C -0.134 -4.167 2.647
N -0.338 -3.054 1.860
H -8.264 -0.384 3.600
H -8.871 0.277 2.139
H -6.049 -1.380 3.744
H -3.996 -2.017 2.589
H -5.535 -0.332 -1.069
H -7.572 0.321 0.097
H -1.297 -5.885 3.347
H 0.837 -4.340 3.086
C 1.799 -2.630 -0.581
O 0.861 -1.710 0.017
H 2.735 -2.593 -0.027
H 1.975 -2.345 -1.614
H 1.389 -3.640 -0.547
H 0.521 -2.180 0.877
```

Computed properties:
Energy relative to the best compared isomer or geometry (same formula, charge and spin), kcal per mole: 22.20
Total energy, Eh: -8957.20180
Max |F|, eV/Å: 1.19
Net charge: +2
HOMO-LUMO gap, eV: 6.752

Mulliken atomic charge list, values in e, 5 entries: Zr 1.2918; C -1.1547; O 0.2597; C 0.3328; C -0.5681

***

No. 4
A structure of composition C46H39CeClN3P2, computed with ωB97M-V/def2-TZVPD.

Geometry as XYZ:
```
92
Properties=species:S:1:pos:R:3
Ce 1.228 0.004 -0.216
Cl 3.278 0.190 -1.824
P 0.949 -2.591 -1.015
P 1.248 2.720 0.160
C -0.559 -3.483 -0.595
C 2.289 -3.365 -0.053
C 1.230 -2.658 -2.792
C 1.007 3.705 -1.333
C 0.144 3.368 1.438
C 2.970 2.797 0.754
C -1.454 -3.874 -1.600
C -2.647 -4.496 -1.246
C -2.995 -4.624 0.104
C -2.167 -4.095 1.099
C -0.954 -3.522 0.750
H -1.190 -3.684 -2.642
H -3.301 -4.878 -2.024
H -3.932 -5.091 0.394
H -2.453 -4.147 2.147
H -0.310 -3.054 1.500
C 0.516 -1.828 -3.677
C 0.669 -2.021 -5.049
C 1.562 -2.994 -5.519
C 2.337 -3.758 -4.635
C 2.189 -3.564 -3.264
H -0.152 -1.055 -3.278
H 0.072 -1.429 -5.747
H 1.639 -3.170 -6.590
H 3.030 -4.518 -5.002
H 2.790 -4.112 -2.538
C 2.108 -4.717 0.273
C 3.095 -5.412 0.960
C 4.257 -4.734 1.350
C 4.421 -3.369 1.087
C 3.428 -2.668 0.397
H 1.179 -5.211 -0.015
H 2.956 -6.474 1.163
H 5.048 -5.281 1.858
H 5.333 -2.852 1.395
H 3.548 -1.597 0.163
C 0.602 3.593 2.747
C -0.295 4.037 3.719
C -1.664 4.090 3.434
C -2.130 3.715 2.168
C -1.226 3.470 1.141
H 1.662 3.465 2.961
H 0.080 4.374 4.682
H -2.373 4.447 4.178
H -3.199 3.652 1.969
H -1.550 3.338 0.104
C 1.164 3.189 -2.637
C 0.969 4.034 -3.727
C 0.593 5.368 -3.519
C 0.377 5.862 -2.228
C 0.567 5.020 -1.139
H 1.457 2.140 -2.765
H 1.134 3.662 -4.739
H 0.477 6.031 -4.373
H 0.080 6.895 -2.053
H 0.367 5.372 -0.126
C 3.717 3.936 0.412
C 4.996 4.114 0.934
C 5.537 3.118 1.762
C 4.825 1.948 2.048
C 3.538 1.766 1.528
H 3.270 4.672 -0.257
H 5.550 5.031 0.718
H 6.523 3.265 2.200
H 5.259 1.177 2.692
H 2.966 0.842 1.747
H 3.076 0.869 -4.860
H 3.704 0.752 -4.457
N -9.306 -1.447 4.110
C -8.240 -1.153 3.729
C -6.950 -0.781 3.196
C -5.794 -1.296 3.765
C -4.533 -1.009 3.197
C -4.430 -0.161 2.078
C -5.600 0.395 1.556
C -6.854 0.084 2.108
N -3.194 0.040 1.419
C -2.940 0.926 0.361
C -1.727 0.578 -0.182
N -1.183 -0.494 0.549
C -2.097 -0.806 1.502
H -5.860 -1.909 4.664
H -3.620 -1.437 3.596
H -5.539 1.045 0.664
H -7.806 0.490 1.744
H -3.526 1.830 0.153
H -1.213 1.038 -1.015
H -2.050 -1.635 2.207
```

Computed properties:
Energy relative to the best compared isomer or geometry (same formula, charge and spin), kcal per mole: 12.60
Spin multiplicity: 2
Total energy, Eh: -3558.08254
Max |F|, eV/Å: 2.60
Net charge: +2
HOMO-LUMO gap (alpha / beta), eV: 7.185 / 7.216

Mulliken atomic charge list, values in e, 5 entries: Ce 0.1916; Cl -0.3569; P 1.5599; P 1.3903; C 0.2759

***

No. 5
A structure of composition C46H40As2Cl2InN5O5, computed with ωB97M-V/def2-TZVPD.

Geometry as XYZ:
```
101
Properties=species:S:1:pos:R:3
In -0.042 0.657 1.028
C -2.610 -1.064 -1.614
C -2.522 0.055 -2.649
As -2.127 1.831 -1.854
C -2.681 2.828 -3.462
C -1.744 3.005 -4.477
C -2.096 3.630 -5.664
C -3.391 4.090 -5.848
C -4.327 3.931 -4.837
C -3.972 3.309 -3.649
C -3.760 2.092 -0.820
C -3.714 3.039 0.197
C -4.808 3.262 1.016
C -5.978 2.546 0.814
C -6.049 1.624 -0.220
C -4.947 1.397 -1.031
As -0.884 -1.473 -0.745
C -1.432 -3.119 0.124
C -2.593 -3.065 0.893
C -3.070 -4.201 1.524
C -2.388 -5.403 1.399
C -1.223 -5.459 0.650
C -0.741 -4.321 0.020
C 0.019 -1.963 -2.392
C -0.215 -3.157 -3.065
C 0.436 -3.412 -4.262
C 1.304 -2.473 -4.802
C 1.516 -1.268 -4.149
C 0.878 -1.019 -2.945
H -2.910 -2.004 -2.089
H -3.345 -0.829 -0.844
H -3.448 0.116 -3.225
H -1.719 -0.167 -3.358
H -0.729 2.651 -4.332
H -1.359 3.762 -6.445
H -3.669 4.576 -6.774
H -5.337 4.295 -4.972
H -4.710 3.202 -2.866
H -2.790 3.578 0.352
H -4.745 3.986 1.818
H -6.835 2.710 1.454
H -6.968 1.080 -0.398
H -5.029 0.679 -1.838
H -3.114 -2.123 1.014
H -3.971 -4.148 2.120
H -2.760 -6.293 1.889
H -0.678 -6.389 0.559
H 0.175 -4.384 -0.551
H -0.908 -3.884 -2.659
H 0.263 -4.348 -4.776
H 1.811 -2.683 -5.734
H 2.187 -0.530 -4.568
H 1.044 -0.082 -2.420
Cl 5.259 1.689 -0.007
C 5.302 -0.004 -0.377
C 6.203 -0.494 -1.309
C 6.218 -1.848 -1.596
C 5.316 -2.708 -0.993
C 4.415 -2.201 -0.074
Cl 3.247 -3.226 0.656
C 4.404 -0.852 0.280
N 3.495 -0.348 1.241
C 3.890 -0.474 2.605
C 4.920 -1.366 2.899
C 5.406 -1.512 4.182
C 4.875 -0.757 5.203
C 3.839 0.115 4.929
C 3.311 0.287 3.651
C 2.141 1.267 3.587
C 2.202 2.345 2.498
O 2.856 3.351 2.674
O 1.527 2.180 1.377
H 6.900 0.181 -1.785
H 6.940 -2.238 -2.300
H 5.303 -3.761 -1.234
H 3.321 0.623 1.016
H 5.359 -1.946 2.099
H 6.208 -2.212 4.371
H 5.265 -0.839 6.208
H 3.418 0.693 5.742
H 2.144 1.800 4.536
H 1.186 0.740 3.491
O -1.371 1.294 2.893
N -2.411 0.790 2.465
O -2.381 0.364 1.304
N -0.096 -1.232 2.280
C 0.554 -1.923 2.970
C 1.248 -2.811 3.741
C 1.188 -2.706 5.150
N 1.141 -2.606 6.297
C 2.010 -3.832 3.128
N 2.613 -4.669 2.614
C -1.067 4.691 2.286
C -0.170 4.612 1.066
O -0.489 3.455 0.268
H -0.723 5.501 2.928
H -1.014 3.754 2.840
H -2.102 4.887 2.007
H 0.868 4.556 1.395
H -0.295 5.503 0.441
H 0.331 3.219 -0.182
```

Computed properties:
Energy relative to the best compared isomer or geometry (same formula, charge and spin), kcal per mole: 0.00
Total energy, Eh: -8008.82278
Max |F|, eV/Å: 2.25
HOMO-LUMO gap, eV: 5.949

Mulliken atomic charge list, values in e, 5 entries: In 1.9026; C -1.1692; C -1.7570; As 0.5526; C 0.2639